(1)
{
  "formula": "H12NO4",
  "method": "ωB97M-V/def2-TZVPD",
  "largest_force_ha_per_bohr": 0.0196,
  "e_lumo_ev": -3.0,
  "total_charge": 1,
  "de_lowest_ev": 0.640,
  "orbital_gap_ha": 0.4386,
  "species": ["N", "H", "H", "H", "H", "H", "H", "O", "H", "H", "O", "H", "H", "O", "H", "H", "O"],
  "xyz": [[-0.5948, 0.2033, 0.5375], [0.1725, -0.2651, 0.0331], [-0.9753, 0.9426, -0.0826], [-0.2464, 0.6447, 1.3932], [-1.3096, -0.4882, 0.7558], [-2.5607, 2.8314, -1.1028], [-3.3405, 1.5339, -1.0777], [-2.4575, 1.8917, -0.9051], [2.8404, -1.0050, -0.1981], [1.5064, -1.6808, -0.2312], [1.9028, -0.7953, -0.2639], [1.6853, 1.5392, 2.6235], [0.6792, 2.7611, 2.4276], [0.7636, 1.8154, 2.5686], [-0.0518, -3.2650, -2.5734], [1.3698, -3.6277, -1.9785], [0.6165, -3.0363, -1.9262]],
  "forces_ev_per_a": [[-0.17, -0.05, -0.74], [0.22, 0.36, 0.32], [-0.38, -0.29, 0.22], [0.41, 0.22, 0.32], [-0.14, 0.20, -0.03], [0.20, -0.05, 0.03], [0.24, -0.06, 0.04], [-0.32, 0.08, -0.04], [0.15, 0.39, -0.03], [0.05, 0.00, -0.40], [-0.17, -0.67, 0.29], [0.00, 0.54, 0.02], [0.49, 0.10, 0.11], [-0.58, -0.77, -0.24], [0.22, -0.37, -0.19], [-0.23, -0.29, -0.44], [0.02, 0.66, 0.76]]
}

(2)
{
  "formula": "C48H44BrCsN6O5STe",
  "method": "ωB97M-V/def2-TZVPD",
  "largest_force_ha_per_bohr": 0.0490,
  "e_lumo_ev": 3.3,
  "total_charge": -2,
  "de_lowest_ev": 0.000,
  "orbital_gap_ha": 0.1981,
  "species": ["Cs", "O", "C", "C", "C", "C", "N", "C", "C", "C", "C", "C", "C", "O", "C", "C", "N", "H", "H", "H", "H", "H", "H", "H", "H", "H", "H", "H", "H", "C", "C", "N", "C", "C", "C", "C", "C", "C", "C", "C", "C", "N", "C", "H", "H", "H", "H", "H", "H", "H", "H", "O", "N", "C", "C", "C", "C", "C", "S", "H", "H", "H", "H", "C", "C", "C", "C", "C", "C", "Te", "C", "C", "C", "H", "H", "H", "H", "H", "H", "H", "H", "H", "H", "H", "C", "C", "C", "N", "H", "H", "H", "H", "H", "Br", "C", "C", "C", "C", "C", "C", "C", "O", "O", "H", "H", "H", "H"],
  "xyz": [[-0.1787, -0.7634, 1.6035], [2.0013, 5.4777, 6.3790], [2.6868, 4.2209, 6.3587], [2.3609, 3.3247, 5.1360], [3.1258, 2.1870, 4.8949], [2.9100, 1.4231, 3.7774], [1.9372, 1.7536, 2.9195], [1.1654, 2.7941, 3.1531], [1.3015, 3.5940, 4.3276], [0.1526, 3.1186, 2.1285], [-0.1340, 4.4073, 1.6355], [-1.0073, 4.5084, 0.5471], [-1.4024, 5.8796, -0.0394], [-1.9243, 6.7910, 0.8996], [-1.4970, 3.3797, -0.0478], [-1.2513, 2.1280, 0.5308], [-0.4836, 2.0492, 1.6049], [2.0345, 5.7330, 5.4741], [2.4012, 3.7887, 7.2898], [3.7624, 4.3842, 6.4007], [3.8876, 1.8957, 5.6119], [3.4936, 0.5269, 3.5951], [0.5172, 4.3376, 4.5156], [0.3442, 5.2641, 2.0859], [-2.1005, 5.7320, -0.8994], [-0.4992, 6.3477, -0.4592], [-2.5509, 6.3012, 1.4477], [-2.1448, 3.5135, -0.9213], [-1.7740, 1.2306, 0.1848], [-0.9186, -1.0410, -3.6146], [-0.5507, -1.0568, -2.2623], [0.3608, -0.2389, -1.7845], [0.9420, 0.6432, -2.6074], [0.7467, 0.6443, -4.0013], [-0.2815, -0.2060, -4.4706], [1.5331, 1.4152, -4.8876], [2.6080, 2.1181, -4.4324], [2.8262, 2.2603, -3.0112], [3.9026, 2.9975, -2.5072], [4.0588, 3.0299, -1.1515], [3.0884, 2.3956, -0.3363], [2.0823, 1.7265, -0.7701], [1.9521, 1.5884, -2.0881], [-1.7378, -1.6887, -3.9909], [-0.9555, -1.8211, -1.5759], [-0.4563, -0.1407, -5.5467], [1.3716, 1.3489, -5.9531], [3.2920, 2.5762, -5.1459], [4.5579, 3.5020, -3.2221], [4.9230, 3.4628, -0.6752], [3.1993, 2.5257, 0.7371], [-0.6280, 0.5707, 4.3746], [-1.5074, -0.0708, 5.0749], [-2.7089, 0.4942, 5.2688], [-3.7482, -0.1584, 5.8417], [-3.5711, -1.4621, 6.3036], [-2.3612, -2.0433, 6.1614], [-1.2938, -1.4146, 5.4337], [0.0317, -2.3447, 4.8784], [-2.7711, 1.4587, 4.7922], [-4.6604, 0.3788, 5.8940], [-4.3048, -2.0345, 6.8255], [-2.2133, -3.0507, 6.5525], [-7.4822, -4.5243, -4.1765], [-6.5599, -3.7407, -3.2575], [-5.4014, -4.2720, -2.7162], [-4.5440, -3.5735, -1.8631], [-3.2917, -4.2431, -1.4055], [-4.8466, -2.2532, -1.5123], [-3.5459, -1.2439, -0.1741], [-5.9815, -1.6551, -2.0829], [-6.4224, -0.2856, -1.7260], [-6.8038, -2.4222, -2.9236], [-7.3018, -4.4224, -5.2824], [-8.5304, -4.3260, -4.0287], [-7.3436, -5.6144, -4.0545], [-5.1399, -5.2745, -3.0511], [-3.1984, -5.2376, -1.8321], [-3.3345, -4.4221, -0.3006], [-2.3815, -3.6834, -1.6060], [-5.6053, 0.4253, -1.9405], [-6.6088, -0.1978, -0.6210], [-7.3196, 0.0576, -2.2285], [-7.6213, -1.9078, -3.4016], [2.6168, -5.2612, -0.0038], [2.1785, -3.7828, -0.4049], [1.6334, -3.7434, -1.8136], [1.2539, -3.6330, -2.8903], [3.2983, -5.1641, 0.8244], [3.1757, -5.6565, -0.8560], [1.7579, -5.8842, 0.2631], [2.9758, -3.0466, -0.4200], [1.3521, -3.4915, 0.2155], [5.0912, -1.6543, -5.7554], [5.2950, -1.4854, -3.8935], [6.4598, -1.9225, -3.2371], [6.4785, -1.8125, -1.8465], [5.4112, -1.2714, -1.1175], [4.2666, -0.8092, -1.8559], [4.2083, -0.9827, -3.2289], [5.4698, -1.2467, 0.3680], [5.3241, -2.3633, 0.8959], [5.6907, -0.0877, 0.8883], [7.2785, -2.3101, -3.7846], [7.3292, -2.2264, -1.2792], [3.3985, -0.4060, -1.3013], [3.3787, -0.6352, -3.8196]],
  "forces_ev_per_a": [[0.36, -0.55, 0.31], [0.29, -0.81, 0.39], [-0.31, 0.03, -0.57], [0.24, 0.57, 1.84], [0.66, 0.13, 0.47], [-0.78, 0.27, 0.23], [0.18, -0.48, -0.78], [0.30, 0.64, 1.47], [-0.96, -0.19, -1.84], [-1.27, -0.01, -1.42], [0.22, -1.10, 0.47], [0.18, 1.41, -0.02], [0.63, -0.70, -0.73], [-0.20, -0.10, 0.39], [-0.85, -0.57, -0.54], [-0.06, 1.23, 0.49], [0.43, 0.02, -0.10], [-0.20, 0.89, -1.16], [-0.18, -0.85, 0.60], [0.23, -0.01, -0.13], [0.09, 0.10, -0.14], [-0.10, 0.08, -0.25], [0.63, -0.08, 0.09], [-0.05, 0.22, -0.06], [0.33, -0.02, 0.62], [-0.23, -0.01, 0.15], [0.05, 0.15, -0.04], [0.20, -0.38, 0.30], [0.27, 0.17, -0.09], [-1.45, -0.78, -0.59], [0.44, -0.50, 0.15], [-0.34, 0.07, 0.64], [1.28, 0.95, -0.48], [-1.14, -0.59, 0.67], [0.78, 0.66, -0.60], [1.29, 0.51, 0.04], [-0.65, -0.08, 0.16], [-0.98, -0.79, -0.31], [-0.07, 0.02, 0.00], [-0.02, -0.26, 0.14], [1.63, 1.38, 0.73], [-1.06, -0.77, 0.06], [0.14, -0.23, -1.37], [0.71, 0.37, 0.47], [0.09, 0.66, -0.48], [-0.33, -0.39, 0.27], [-0.18, -0.13, -0.13], [-0.09, 0.07, 0.26], [0.00, -0.17, 0.37], [0.03, 0.24, 0.04], [-0.11, -0.30, 0.02], [0.38, 0.27, -0.09], [0.52, -1.86, -0.15], [0.18, 0.24, -0.38], [-0.27, -0.11, 0.23], [-0.05, 0.50, 0.39], [1.27, -0.04, -0.42], [-0.51, -0.26, 0.00], [-0.01, 0.56, 0.21], [-0.09, 0.20, 0.18], [-0.84, 0.18, 0.16], [-0.78, 0.01, 0.15], [0.23, 0.29, -0.37], [0.87, -0.91, -0.98], [-0.02, 0.26, -0.11], [0.16, -0.67, -0.32], [-0.22, -0.10, -0.77], [-0.10, -0.81, 1.29], [0.32, 0.27, 0.15], [-0.39, 0.32, 0.14], [-0.65, -1.16, -0.07], [0.60, 1.02, 1.12], [0.10, 0.68, -0.09], [0.08, 0.48, 0.90], [-0.39, 0.27, 0.25], [-0.04, 0.37, 0.34], [0.15, -0.06, 0.31], [0.00, -0.13, -0.35], [0.15, 0.40, -0.71], [-0.06, 0.15, -0.03], [-0.30, -0.10, 0.17], [0.26, -0.12, -0.87], [-0.20, -0.20, -0.31], [-0.48, 0.09, 0.02], [0.02, 1.68, -0.86], [-0.57, -1.61, -1.57], [0.52, 0.05, 1.24], [-0.13, -0.18, -0.29], [0.16, -0.10, 0.40], [-0.16, -0.29, 0.22], [0.19, 0.16, -0.20], [0.32, -0.10, 0.54], [-0.19, 0.46, 0.52], [0.27, -0.12, -0.76], [1.05, -0.63, 0.40], [-1.71, 0.88, 0.44], [0.23, -0.35, 0.27], [-1.02, 0.44, -2.23], [0.69, -0.66, 1.44], [0.01, 0.68, 0.53], [0.44, 2.08, 1.35], [-0.09, -0.01, 0.35], [-0.49, -2.05, -0.71], [0.64, -0.38, -0.42], [-0.41, 0.34, -0.35], [0.66, -0.22, -0.38], [-0.40, -0.05, 0.10]]
}